1.
C44H94F6O22 | ωB97M-V with the def2-TZVPD basis set

ΔE to the lowest compared entry with this formula, charge and spin ... 0.7 kcal per mole
2S+1 ... 1
Max |F| ... 0.0449 hartree/bohr
Charge ... 0
Orbital gap ... 9.76 eV

The geometry in XYZ format:
```
166
Properties=species:S:1:pos:R:3:forces:R:3:mulliken_charge:R:1
C 7.64550 -14.22033 -8.48336 -0.46 0.06 -0.03 -0.23
C 6.54119 -13.31260 -7.90057 0.89 0.09 -2.13 -0.75
O 6.63019 -13.14568 -6.50436 -0.06 -1.35 1.02 -0.25
C 6.95836 -11.99713 -5.95404 0.06 0.62 -0.84 0.44
O 7.02165 -10.94530 -6.51442 0.06 0.33 0.07 -0.53
C 7.34283 -12.11956 -4.46971 -0.03 -0.82 -0.09 0.87
F 7.04872 -13.32609 -3.97770 -0.17 -0.06 0.13 -0.25
F 8.66171 -11.96266 -4.35133 0.24 0.24 -0.03 -0.24
F 6.73042 -11.20321 -3.74347 -0.15 0.32 0.15 -0.24
H 7.46761 -15.26320 -8.21665 0.38 0.03 0.42 0.14
H 8.65789 -13.87779 -8.27701 -0.02 -0.13 0.34 0.15
H 7.56795 -14.23023 -9.57366 -0.21 0.30 0.00 0.18
H 5.61008 -13.78269 -8.20997 -0.38 0.20 0.68 0.23
H 6.61028 -12.35041 -8.40667 -0.14 0.15 0.25 0.43
C 12.85267 -17.93014 -13.62492 -0.38 -0.42 -0.14 -1.52
C 12.28639 -17.78849 -12.21788 2.17 -0.08 -0.77 0.66
O 10.89663 -17.57953 -12.34390 -1.38 0.79 0.14 -0.29
C 10.29715 -16.79746 -11.44099 1.02 -0.84 -0.89 0.37
O 10.81478 -16.36769 -10.46139 -0.12 0.53 0.55 -0.43
C 8.82508 -16.50735 -11.78313 0.15 0.02 0.40 0.94
F 8.62588 -15.18708 -11.75196 -0.09 0.08 -0.02 -0.22
F 8.40522 -16.96404 -12.95220 0.10 -0.13 -0.07 -0.29
F 8.09193 -17.06794 -10.80926 -0.32 0.01 -0.07 -0.24
H 12.56116 -17.07870 -14.24085 -0.17 -0.04 0.02 0.22
H 12.49344 -18.86341 -14.06290 0.14 0.11 -0.28 0.41
H 13.94362 -17.91384 -13.62694 -0.02 -0.23 0.22 0.43
H 12.87595 -16.96126 -11.81274 -0.91 0.17 0.68 -0.09
H 12.48194 -18.67705 -11.61641 -0.19 0.13 0.09 0.07
C 11.63857 -9.94999 -12.61860 0.18 0.29 0.42 -0.29
O 11.36685 -10.84774 -11.57422 -0.68 -0.55 -0.03 -0.42
C 12.51277 -11.35265 -10.93118 -0.31 -0.20 0.31 -0.07
C 12.15692 -12.62990 -10.18438 -0.30 -0.13 -0.07 0.02
O 13.30812 -13.02371 -9.47290 0.24 -0.36 -0.40 -0.51
C 13.27695 -14.35108 -8.96024 0.32 0.26 -0.08 -0.36
C 12.09889 -14.56380 -8.04920 -0.62 -0.39 0.52 1.60
O 12.06861 -13.67523 -6.95168 0.18 0.43 -0.27 -0.56
C 11.08152 -14.03687 -6.01386 0.63 -0.65 0.74 -0.15
H 12.11305 -10.47160 -13.45414 0.16 0.20 -0.06 -0.18
H 12.27282 -9.13873 -12.23779 0.18 -0.02 -0.29 0.34
H 10.70315 -9.49106 -12.93662 -0.06 -0.21 -0.03 0.29
H 12.85365 -10.60415 -10.20970 0.47 -0.05 -0.12 0.52
H 13.28161 -11.63569 -11.65852 0.21 0.38 0.02 -0.18
H 11.84104 -13.39552 -10.90774 0.14 -0.08 -0.06 -0.10
H 11.30943 -12.50404 -9.50417 -0.01 0.36 -0.01 0.41
H 14.26975 -14.49965 -8.53037 -0.25 0.22 0.71 0.29
H 13.27606 -15.14708 -9.71934 -0.54 0.32 -0.43 -0.26
H 12.04821 -15.60541 -7.70868 0.32 -0.02 0.12 -0.34
H 11.15445 -14.43920 -8.59019 0.06 -0.02 -0.37 -0.37
H 10.11330 -14.30419 -6.44824 0.00 0.15 -0.22 -0.14
H 10.95624 -13.25820 -5.26411 0.00 0.33 -0.34 0.31
H 11.45811 -14.90534 -5.46015 -0.34 -0.20 -0.05 0.14
C 13.83378 -17.90802 -8.16503 -0.36 0.23 0.42 0.00
O 13.87542 -18.12460 -9.55397 -0.34 0.23 -1.13 0.32
C 15.01813 -18.78030 -10.06377 1.05 0.53 1.67 -1.06
C 16.28075 -17.91790 -10.02240 0.56 0.17 0.23 -0.41
O 16.66939 -17.55252 -8.71037 -0.40 -0.14 0.80 -0.26
C 17.60099 -16.47346 -8.63267 -0.40 -0.56 -1.30 -0.37
C 19.00920 -16.84647 -9.10524 -0.59 0.12 0.48 -0.62
O 19.65577 -17.68285 -8.18013 0.37 -0.03 0.08 -0.42
C 19.29042 -19.05263 -8.21698 0.00 0.05 -0.60 -0.48
H 13.92803 -18.86054 -7.63239 0.38 0.16 0.18 0.68
H 12.86244 -17.48514 -7.89567 -0.19 -0.31 -0.43 -1.20
H 14.53338 -17.13752 -7.84373 0.40 -0.42 0.10 0.19
H 14.89354 -19.05551 -11.10856 -0.48 -0.13 0.03 0.40
H 15.22432 -19.64926 -9.42579 -0.10 -0.31 -0.31 0.33
H 16.11752 -17.01211 -10.62132 0.11 -0.02 -0.13 0.30
H 17.13649 -18.49483 -10.39531 -0.35 -0.04 -0.78 0.38
H 17.64168 -16.12636 -7.60418 -0.08 -0.09 0.09 0.34
H 17.17482 -15.70051 -9.28446 0.35 0.42 0.13 0.32
H 19.55153 -15.90029 -9.15924 0.30 -0.17 -0.05 0.40
H 19.01446 -17.33040 -10.08693 -0.13 0.22 -0.13 0.35
H 20.18638 -19.66167 -8.33636 0.17 0.02 0.50 0.30
H 18.69692 -19.31051 -9.09932 -0.22 0.25 0.06 0.17
H 18.71722 -19.30194 -7.32903 0.05 -0.22 0.09 0.24
C 4.86250 -16.24521 -13.18934 0.74 -0.35 -0.43 -0.69
O 4.06239 -16.30941 -12.05105 -0.72 0.49 0.26 -0.38
C 4.77426 -16.37746 -10.83874 0.74 -0.32 -0.89 -0.02
C 3.89252 -16.23275 -9.63457 0.58 0.26 -0.44 -0.68
O 2.94714 -17.26135 -9.60993 -0.46 0.32 0.35 -0.19
C 2.05645 -17.14479 -8.50631 0.40 -0.44 0.85 -0.48
C 1.51985 -18.51719 -8.13726 -0.19 -0.41 -0.52 -0.61
O 0.35266 -18.87132 -8.86327 0.10 -0.49 0.23 -0.39
C 0.64151 -19.30287 -10.18392 -0.68 1.15 -0.47 -0.62
H 5.54336 -17.10456 -13.26007 -0.09 -0.14 0.07 0.25
H 5.51600 -15.36532 -13.25254 -0.19 0.23 0.31 0.27
H 4.23435 -16.25354 -14.07696 -0.20 0.01 0.12 0.35
H 5.55258 -15.59950 -10.81901 -0.10 0.15 0.13 0.13
H 5.32265 -17.33043 -10.82926 -0.11 -0.08 0.28 0.18
H 3.45083 -15.22817 -9.63476 -0.27 -0.11 0.02 0.36
H 4.59803 -16.28718 -8.78975 -0.30 -0.06 0.28 0.37
H 1.22442 -16.44771 -8.63360 -0.01 0.04 -0.58 0.28
H 2.60408 -16.76191 -7.63651 0.20 -0.04 0.03 0.43
H 1.27615 -18.59379 -7.07802 -0.17 0.29 0.00 0.36
H 2.29004 -19.27197 -8.33212 0.19 0.11 0.04 0.33
H -0.31200 -19.41970 -10.70100 -0.08 -0.26 0.23 0.27
H 1.20692 -20.23148 -10.27129 0.20 0.02 0.33 0.26
H 1.12361 -18.47272 -10.70735 0.43 -0.34 -0.16 0.26
C 15.68891 -10.14368 -13.69035 0.18 1.22 0.19 -0.34
O 15.69865 -9.34247 -14.86947 -0.55 -0.45 0.07 -0.41
C 15.22530 -10.00489 -16.02755 0.05 -0.30 0.26 -0.66
C 13.79252 -10.51658 -16.01363 0.14 1.25 0.17 -0.51
O 13.69308 -11.64508 -15.19121 0.11 -0.69 0.10 -0.02
C 12.50835 -12.39230 -15.38096 -0.19 -0.22 -0.10 -0.98
C 12.37685 -13.52260 -14.36171 0.47 -0.37 0.43 0.28
O 13.47722 -14.42399 -14.26830 -0.08 0.46 -0.04 -0.23
C 14.58787 -13.94840 -13.55141 0.85 0.20 0.02 -0.61
H 16.22359 -9.53820 -12.95497 0.35 -0.30 -0.06 0.31
H 16.18340 -11.09659 -13.87282 -0.10 -0.16 0.17 0.24
H 14.69242 -10.23797 -13.25558 -0.15 -0.46 -0.36 -0.01
H 15.82426 -10.90534 -16.22692 0.36 0.26 -0.18 0.34
H 15.32020 -9.24937 -16.80675 0.08 -0.27 -0.23 0.37
H 13.51575 -10.70133 -17.05849 -0.10 -0.33 0.06 0.45
H 13.16083 -9.69371 -15.64292 -0.24 -0.19 0.01 0.26
H 12.46533 -12.82044 -16.38747 0.13 0.16 -0.16 0.40
H 11.67215 -11.69728 -15.24957 -0.37 -0.25 -0.10 0.46
H 11.59753 -14.24701 -14.60012 -0.57 0.69 -0.33 0.36
H 12.15292 -13.08310 -13.38228 0.10 -0.07 0.13 -0.34
H 15.16344 -13.19930 -14.10407 -0.15 -0.09 -0.10 0.17
H 15.24428 -14.80414 -13.38256 -0.09 -0.01 0.10 0.34
H 14.34390 -13.48752 -12.58574 -0.32 -0.21 0.01 0.11
C 15.51067 -16.56635 -20.63941 -0.05 -0.17 -0.10 -0.54
O 14.37925 -15.95674 -20.06092 -0.02 0.56 0.05 -0.36
C 13.27448 -16.78516 -19.80160 0.43 -0.21 1.19 -0.67
C 13.36262 -17.35043 -18.36137 -0.21 -0.12 -0.95 -0.29
O 14.30923 -18.40368 -18.39027 -0.65 -0.33 -0.04 -0.27
C 14.39222 -19.11743 -17.17398 1.49 0.98 0.36 -0.23
C 15.47311 -20.16665 -17.38119 0.59 0.51 -0.01 -0.54
O 15.57108 -21.00755 -16.24954 -0.58 -0.30 -0.68 -0.28
C 16.44267 -22.08252 -16.49773 0.09 -0.71 1.21 -0.79
H 16.33659 -15.87307 -20.48525 0.04 -0.09 -0.12 0.23
H 15.35360 -16.72583 -21.71392 0.07 0.02 0.03 0.26
H 15.74567 -17.52664 -20.17435 0.02 0.07 0.05 0.21
H 13.25539 -17.61277 -20.51562 -0.33 -0.03 0.00 0.34
H 12.38404 -16.15947 -19.86266 -0.07 -0.08 -0.22 0.37
H 12.38929 -17.72779 -18.02594 -0.11 -0.11 -0.14 0.38
H 13.64168 -16.55341 -17.66577 0.26 0.06 -0.01 0.23
H 13.45135 -19.47588 -16.74965 -0.16 -0.26 -0.47 0.30
H 14.81810 -18.39424 -16.46314 -0.31 -0.20 0.46 0.13
H 16.43632 -19.65086 -17.49483 -0.02 0.27 0.07 0.29
H 15.37904 -20.65284 -18.35928 -0.58 -0.60 0.29 0.36
H 17.47759 -21.73555 -16.55678 0.03 -0.05 -0.59 0.32
H 16.11872 -22.75111 -17.29954 0.17 0.51 -0.53 0.32
H 16.42145 -22.75159 -15.63074 -0.11 0.33 0.19 0.26
C 14.50281 -19.39838 -3.63421 -1.00 -0.34 0.40 -0.76
O 13.37680 -19.57713 -4.48889 0.69 -0.04 -1.24 -0.36
C 12.60982 -18.38980 -4.60133 0.45 0.24 0.65 -0.69
C 11.49204 -18.60008 -5.59328 -0.66 -1.00 1.42 0.01
O 10.70900 -17.43009 -5.70246 0.31 0.45 -0.13 -0.29
C 9.48577 -17.55567 -6.38471 -0.85 -0.21 -0.64 -1.14
C 9.65713 -17.97131 -7.84910 0.24 -0.18 1.01 0.94
O 9.94335 -19.36374 -7.82940 -0.18 0.12 -0.46 -0.46
C 10.46191 -19.80984 -9.06461 -0.11 -0.32 0.22 -0.33
H 15.32188 -20.07397 -3.86931 -0.09 0.02 -0.52 0.25
H 14.15742 -19.69837 -2.63999 0.29 0.43 0.32 0.29
H 14.82478 -18.35878 -3.66064 0.24 0.00 0.15 0.32
H 13.21379 -17.52379 -4.90891 0.18 -0.09 0.11 0.30
H 12.24784 -18.24063 -3.57610 -0.46 0.71 -0.26 0.52
H 10.87868 -19.35750 -5.08810 -0.15 -0.35 -0.63 0.32
H 11.87323 -18.99143 -6.53095 -0.05 0.10 -0.08 0.03
H 8.95154 -16.60744 -6.30217 0.41 0.29 -0.15 0.28
H 8.77392 -18.25769 -5.93207 0.43 -0.37 0.32 0.44
H 10.50050 -17.38505 -8.22841 -0.01 -0.13 -0.37 -0.43
H 8.76882 -17.81498 -8.46677 -0.07 0.34 0.09 0.40
H 11.40728 -19.28989 -9.25783 0.02 -0.18 -0.31 -0.11
H 9.75847 -19.68699 -9.90018 0.00 0.38 0.06 0.24
H 10.59648 -20.88920 -8.97560 0.31 0.11 0.07 0.32
```
Positions in Å, forces in eV/Å.

***

2.
H4S2 | ωB97M-V with the def2-TZVPD basis set

ΔE to the lowest compared entry with this formula, charge and spin ... 0.4 kcal per mole
2S+1 ... 1
Max |F| ... 0.0050 hartree/bohr
Charge ... 0
Orbital gap ... 10.44 eV

The geometry in XYZ format:
```
6
Properties=species:S:1:pos:R:3:forces:R:3:nbo_charge:R:1
S -1.21628 2.02430 0.19258 -0.02 -0.24 -0.07 -0.29
H -1.90491 0.97223 0.67285 0.12 0.13 -0.08 0.15
H -0.65831 1.28080 -0.78087 -0.09 0.09 0.16 0.14
S 0.87415 -1.91045 -0.08721 0.15 0.21 0.02 -0.29
H 1.52262 -1.35503 0.95332 -0.10 -0.06 -0.15 0.15
H 1.38273 -1.01186 -0.95067 -0.05 -0.13 0.12 0.14
```
Positions in Å, forces in eV/Å.